31
Properties=species:S:1:pos:R:3 method="wB97M-V/def2-TZVPD" homo_ev=-9.0 e_above_lowest_ev=0.408 max_force_ev_per_a=6.03 e_lumo_ev=0.20 homo_lumo_gap_ev=9.2
H 2.92 -0.65 0.11
N 2.98 0.38 0.14
C 1.97 1.03 -0.29
N 0.81 0.45 -0.91
C -0.46 1.16 -0.71
C -1.61 0.34 -1.29
C -1.87 -0.99 -0.59
C -2.29 -0.82 0.88
H 1.90 2.13 -0.26
H 0.80 -0.56 -0.80
H -0.39 2.13 -1.17
H -0.62 1.38 0.38
H -2.50 1.00 -1.23
H -1.41 0.10 -2.33
H -2.64 -1.57 -1.11
H -0.95 -1.69 -0.63
H -1.51 -0.36 1.45
H -3.16 -0.18 0.99
H -2.45 -1.75 1.33
O 1.37 -2.25 0.10
H 1.21 -3.15 0.25
H 1.16 -1.85 1.03
O 0.60 0.84 -3.95
H 0.76 0.74 -2.97
H 1.43 0.62 -4.37
O 0.15 1.48 2.76
H 0.50 2.28 2.44
H -0.66 1.67 3.05
O 1.16 -1.01 2.50
H 2.11 -0.75 2.65
H 0.68 -0.15 2.53



32
Properties=species:S:1:pos:R:3 method="wB97M-V/def2-TZVPD" homo_ev=-8.6 e_above_lowest_ev=2.114 max_force_ev_per_a=1.89 e_lumo_ev=-0.09 homo_lumo_gap_ev=8.5
C -0.26 0.75 2.79
C -0.19 -0.73 2.38
N 0.95 -0.95 1.48
C 1.00 -2.26 0.89
C 0.14 -2.62 -0.34
N -1.25 -2.25 -0.20
C -2.06 -1.51 -1.03
O -3.15 -1.16 -0.65
H -0.82 0.79 3.73
H -0.89 1.26 2.07
H 0.68 1.25 2.99
H -1.14 -0.99 1.92
H 0.05 -1.32 3.27
H 1.03 -0.24 0.76
H 2.02 -2.42 0.47
H 1.06 -3.06 1.63
H 0.28 -3.70 -0.43
H 0.53 -2.05 -1.17
H -1.82 -2.79 0.43
H -1.70 -1.27 -2.05
O 0.92 4.03 -0.52
H 0.95 3.56 0.32
H 1.53 3.61 -1.13
O 0.59 0.36 -1.37
H 0.84 0.45 -2.30
H 0.09 1.17 -1.23
O -1.63 2.83 -0.82
H -0.73 3.18 -0.66
H -1.57 2.47 -1.71
O 3.65 1.12 -1.68
H 2.87 1.09 -1.09
H 4.14 0.52 -1.11



31
Properties=species:S:1:pos:R:3 method="wB97M-V/def2-TZVPD" total_charge=-1 homo_ev=-4.3 e_above_lowest_ev=1.422 max_force_ev_per_a=1.81 e_lumo_ev=3.48 homo_lumo_gap_ev=7.8
C -0.35 -2.39 1.38
C 0.48 -1.39 2.22
C 0.30 -2.59 -0.04
N -0.51 -2.18 -1.18
C 0.11 -1.18 -2.06
C -0.71 0.12 -2.21
O -0.10 1.11 -1.47
H -1.39 -2.08 1.36
H -0.47 -3.38 1.88
H 1.46 -1.31 1.73
H 0.67 -1.55 3.28
H -0.03 -0.44 2.14
H 1.29 -2.10 0.01
H 0.66 -3.62 -0.15
H -1.44 -1.97 -0.86
H 1.13 -0.92 -1.73
H 0.26 -1.70 -3.02
H -1.76 -0.01 -1.87
H -0.79 0.29 -3.29
H 1.36 2.78 -0.19
H 0.61 1.37 -0.10
O 1.14 2.08 0.43
H -1.94 0.96 1.98
H -2.41 2.01 0.94
O -2.71 1.46 1.70
H -0.92 2.60 -0.80
H -1.02 3.02 0.69
O -1.51 3.10 -0.14
H 2.67 1.01 0.41
H 3.77 -0.27 0.29
O 3.47 0.54 0.68



30
Properties=species:S:1:pos:R:3 method="wB97M-V/def2-TZVPD" homo_ev=-10.1 e_above_lowest_ev=2.318 max_force_ev_per_a=2.32 e_lumo_ev=0.60 homo_lumo_gap_ev=10.7
C -1.84 0.56 -2.36
O -2.61 1.10 -3.44
H -0.86 1.02 -2.34
H -2.32 0.67 -1.39
H -1.67 -0.50 -2.60
H -3.54 0.99 -3.21
C 0.07 -0.10 4.33
O 0.35 -1.34 4.96
H 0.55 0.12 3.37
H -0.99 0.02 4.11
H 0.44 0.68 4.99
H 0.22 -2.03 4.31
C 2.38 -1.24 -3.13
O 1.06 -0.76 -2.97
H 2.62 -2.15 -2.59
H 2.66 -1.29 -4.19
H 3.03 -0.43 -2.77
H 0.72 -0.27 -3.72
C -2.30 1.56 1.50
O -1.52 0.40 1.34
H -2.27 2.23 0.63
H -3.35 1.24 1.48
H -2.17 2.04 2.47
H -0.64 0.65 1.06
C 2.29 -0.48 0.26
O 0.92 -0.43 -0.16
H 2.58 -1.54 0.18
H 2.83 0.25 -0.33
H 2.51 -0.37 1.32
H 0.86 -0.59 -1.12



32
Properties=species:S:1:pos:R:3 method="wB97M-V/def2-TZVPD" total_charge=+1 homo_ev=-12.1 e_above_lowest_ev=2.073 max_force_ev_per_a=3.17 e_lumo_ev=-2.66 homo_lumo_gap_ev=9.5
N 0.61 0.14 -0.71
C -0.24 1.07 0.25
C -1.20 0.18 0.99
C -0.38 -0.55 2.08
S -1.31 -1.66 3.18
C -0.67 2.09 -0.78
N 0.33 2.96 -1.34
C 1.33 3.54 -0.45
H 0.00 -0.58 -1.10
H 1.06 0.68 -1.49
H 1.34 -0.45 -0.30
H 0.45 1.34 1.05
H -1.71 -0.59 0.40
H -2.02 0.63 1.54
H 0.41 -1.28 1.84
H 0.21 0.14 2.68
H -2.15 -0.71 3.56
H -1.08 1.57 -1.68
H -1.65 2.52 -0.51
H 0.05 3.71 -1.94
H 1.86 4.37 -0.93
H 1.93 2.71 -0.05
H 0.97 4.12 0.43
H 1.23 -3.65 0.79
H -0.39 -3.20 1.02
O 0.52 -3.01 0.76
H -1.05 -2.96 -3.61
H 0.50 -3.24 -3.48
O -0.28 -2.93 -3.03
H 1.60 1.65 -3.24
H 1.84 0.24 -3.64
O 2.03 0.85 -2.91



33
Properties=species:S:1:pos:R:3 method="wB97M-V/def2-TZVPD" total_charge=-1 homo_ev=-3.8 e_above_lowest_ev=1.180 max_force_ev_per_a=1.77 e_lumo_ev=3.32 homo_lumo_gap_ev=7.1
C 0.37 -2.53 -0.29
C 0.02 -2.48 1.24
S 0.71 -1.15 2.39
C 0.95 -1.25 -0.84
N -0.04 -0.16 -0.57
C 0.26 1.09 -1.30
C -0.90 2.14 -1.29
N -0.86 3.15 -0.24
H 1.04 -3.39 -0.29
H -0.56 -2.73 -0.83
H 0.28 -3.39 1.80
H -1.08 -2.44 1.21
H 1.93 -0.96 -0.45
H 0.99 -1.26 -1.94
H -0.01 0.01 0.44
H 1.10 1.63 -0.84
H 0.63 1.02 -2.33
H -1.87 1.64 -1.17
H -0.82 2.59 -2.31
H 0.06 3.60 -0.29
H -0.77 2.59 0.61
H 0.71 2.08 2.88
H 1.03 0.79 1.96
O 0.78 1.78 1.97
H -1.50 -0.53 -1.57
H -2.01 -1.32 -2.83
O -2.25 -1.10 -1.90
H -2.56 0.11 1.19
H -2.28 -1.24 1.80
O -2.91 -0.51 1.84
H 3.62 0.20 1.02
H 2.51 1.12 0.54
O 3.45 0.91 0.37



35
Properties=species:S:1:pos:R:3 method="wB97M-V/def2-TZVPD" homo_ev=-8.1 e_above_lowest_ev=3.976 max_force_ev_per_a=4.11 e_lumo_ev=0.22 homo_lumo_gap_ev=8.4
C 0.36 2.30 -1.62
N -0.35 1.93 -0.41
C 0.43 1.14 0.53
C 0.80 2.09 1.66
O 0.49 1.84 2.80
C -0.36 -0.07 1.07
C 0.50 -0.92 1.98
O 0.16 -2.06 2.22
H 0.22 3.36 -1.81
H 1.44 2.13 -1.57
H 0.04 1.88 -2.58
H -1.25 1.53 -0.65
H 1.29 0.58 0.12
H 1.36 3.00 1.38
H -1.17 0.33 1.71
H -0.57 -0.68 0.20
H 1.34 -0.52 2.57
O 0.45 -0.91 -2.40
H -0.21 -1.61 -2.17
H 0.96 -1.26 -3.14
O -2.05 -2.83 1.03
H -2.21 -3.78 1.17
H -1.44 -2.67 1.81
O 3.45 1.61 0.51
H 4.12 2.16 0.07
H 3.63 0.69 0.27
O -4.08 -0.26 -3.00
H -3.30 -0.27 -3.54
H -4.05 0.37 -2.26
O -1.75 -2.20 -1.63
H -2.58 -1.79 -1.90
H -1.87 -2.47 -0.68
O 2.30 -0.24 -0.36
H 2.40 -1.04 0.17
H 1.74 -0.50 -1.10



32
Properties=species:S:1:pos:R:3 method="wB97M-V/def2-TZVPD" total_charge=+1 homo_ev=-14.2 e_above_lowest_ev=3.689 max_force_ev_per_a=4.19 e_lumo_ev=-3.10 homo_lumo_gap_ev=11.1
C 0.25 -1.33 -0.70
C -0.23 -1.73 0.71
C 0.62 -1.30 1.95
C 1.70 -0.27 1.59
C 2.83 -0.88 0.82
N -0.82 -0.54 -1.35
H 0.74 -2.17 -1.35
H 1.04 -0.58 -0.43
H -1.36 -1.44 0.85
H -0.39 -2.79 0.94
H -0.12 -1.08 2.85
H 1.05 -2.20 2.38
H 1.08 0.44 0.98
H 2.11 0.27 2.57
H 3.37 -1.84 1.34
H 3.65 -0.11 0.86
H 2.67 -1.14 -0.21
H -1.64 -1.12 -1.49
H -0.87 0.33 -0.71
H -0.38 -0.20 -2.27
H -1.94 2.40 -0.57
H -2.27 1.89 0.77
O -1.57 1.84 0.18
H -3.54 -0.61 2.73
H -2.39 0.40 2.14
O -3.25 0.24 2.45
H -0.90 2.72 -2.09
H -1.14 4.08 -1.58
O -1.62 3.37 -2.09
H 1.87 0.92 -3.79
H 0.48 1.59 -3.98
O 0.95 0.85 -3.51



34
Properties=species:S:1:pos:R:3 method="wB97M-V/def2-TZVPD" total_charge=-1 homo_ev=-5.1 e_above_lowest_ev=2.192 max_force_ev_per_a=2.84 e_lumo_ev=3.44 homo_lumo_gap_ev=8.6
C -0.16 -1.52 2.82
N 0.10 -0.17 2.32
C 1.46 -0.09 1.80
C 1.82 1.38 1.41
C 0.96 1.82 0.21
O 0.85 0.85 -0.78
C -0.51 -2.47 1.60
H 0.68 -1.86 3.40
H -1.05 -1.60 3.44
H -0.59 0.31 1.78
H 2.19 -0.46 2.52
H 1.56 -0.62 0.84
H 1.57 2.09 2.20
H 2.92 1.50 1.46
H 0.00 2.20 0.52
H 1.45 2.70 -0.29
H -1.56 -2.33 1.35
H -0.03 -2.19 0.64
H -0.15 -3.48 1.69
H -2.09 -0.21 -0.71
H -3.35 0.55 -0.17
O -2.85 -0.26 -0.12
H 0.19 -0.24 -2.93
H -0.47 -1.65 -3.10
O 0.22 -1.09 -3.40
H -0.01 1.13 -1.49
H -1.15 2.01 -2.80
O -0.95 1.14 -2.40
H 2.06 -1.75 -0.90
H 1.99 -1.77 -2.44
O 2.16 -2.33 -1.67
H -1.66 2.17 -1.14
H -1.64 3.29 -0.26
O -2.30 2.60 -0.48



36
Properties=species:S:1:pos:R:3 method="wB97M-V/def2-TZVPD" total_charge=-1 homo_ev=-5.8 e_above_lowest_ev=1.355 max_force_ev_per_a=5.27 e_lumo_ev=3.26 homo_lumo_gap_ev=9.1
C 0.41 2.74 -1.29
N -0.79 3.25 -0.56
C 0.71 1.28 -1.13
C 1.35 1.11 0.28
C 2.87 0.98 0.08
N -0.53 0.48 -1.41
C -0.25 -0.74 -2.12
O -0.12 -1.96 -1.44
H 0.24 3.05 -2.33
H 1.24 3.42 -0.97
H -1.55 2.66 -0.94
H -0.83 2.94 0.43
H 1.43 1.03 -1.98
H 1.12 1.85 1.03
H 0.92 0.12 0.62
H 3.26 0.42 -0.79
H 3.18 2.10 -0.09
H 3.38 0.63 0.99
H -1.02 0.23 -0.51
H 0.47 -0.72 -2.88
H -1.22 -1.00 -2.66
H -0.80 -1.95 -0.76
H -2.83 -1.33 0.42
O -1.95 -1.03 0.64
H -1.96 1.29 2.10
H -2.59 1.02 0.70
O -2.30 1.66 1.32
H 3.01 -2.54 -0.65
H 1.53 -2.57 -1.01
O 2.28 -3.11 -0.83
H -0.22 -3.28 1.26
H -1.32 -2.10 1.44
O -0.68 -2.77 1.94
H -0.45 -1.37 3.00
H -0.86 0.06 2.73
O -0.44 -0.51 3.40



36
Properties=species:S:1:pos:R:3 method="wB97M-V/def2-TZVPD" total_charge=+1 homo_ev=-13.1 e_above_lowest_ev=1.291 max_force_ev_per_a=2.01 e_lumo_ev=-2.53 homo_lumo_gap_ev=10.5
O 0.24 1.84 0.74
C 1.00 1.04 0.21
N 2.13 1.42 -0.41
C 3.13 0.51 -1.03
C 0.56 -0.40 0.10
N -0.21 -0.80 1.29
C 0.48 -1.16 2.54
C 1.62 -2.13 2.31
H 2.42 2.37 -0.20
H 2.75 0.29 -2.01
H 4.01 1.14 -1.13
H 3.41 -0.29 -0.36
H -0.21 -0.41 -0.65
H 1.26 -1.17 -0.19
H -0.78 -1.62 1.05
H -1.02 -0.19 1.46
H 0.80 -0.28 3.10
H -0.23 -1.64 3.21
H 1.41 -2.97 1.66
H 2.10 -2.45 3.23
H 2.46 -1.55 1.89
H -0.87 3.20 -1.19
H -1.52 2.87 -2.55
O -0.85 2.58 -1.93
H -3.28 1.11 1.74
H -2.13 2.11 1.73
O -2.32 1.17 1.76
H -2.69 0.43 -2.27
H -1.30 0.72 -1.75
O -1.92 -0.02 -1.93
H -2.36 -1.44 -0.73
H -3.21 -2.32 0.18
O -2.33 -1.98 0.07
H 0.41 -2.46 -3.11
H -0.56 -1.25 -2.86
O 0.17 -1.77 -2.49



36
Properties=species:S:1:pos:R:3 method="wB97M-V/def2-TZVPD" homo_ev=-8.5 e_above_lowest_ev=4.079 max_force_ev_per_a=7.00 e_lumo_ev=0.29 homo_lumo_gap_ev=8.8
C -0.18 1.95 1.59
S 1.61 2.41 1.11
C 1.89 1.34 -0.33
C 2.20 -0.10 -0.25
C 0.97 -1.03 -0.42
N 0.60 -1.04 -1.92
C 1.57 -2.39 0.18
O 0.60 -3.41 0.39
H -0.24 1.63 2.62
H -0.40 1.05 0.93
H -0.96 2.59 1.49
H 2.60 2.02 -0.99
H 0.83 1.40 -0.64
H 2.91 -0.36 -0.90
H 2.54 -0.23 0.78
H 0.18 -0.67 0.28
H 1.47 -1.36 -2.29
H -0.12 -1.74 -2.06
H 2.23 -2.83 -0.58
H 2.01 -2.09 1.12
H 0.03 -3.01 1.19
O -1.75 -0.27 -2.64
H -0.86 0.05 -2.42
H -1.65 -0.93 -3.21
O -0.29 2.90 -1.85
H -0.81 3.42 -1.22
H -0.86 2.12 -1.60
O 0.31 -0.95 2.52
H -0.69 -1.22 2.35
H 0.46 -0.40 3.31
O -2.47 0.04 2.30
H -2.61 -0.02 1.44
H -2.17 0.87 2.44
O -2.93 0.31 -0.57
H -3.65 0.38 -1.18
H -2.37 -0.47 -0.96



36
Properties=species:S:1:pos:R:3 method="wB97M-V/def2-TZVPD" homo_ev=-8.7 e_above_lowest_ev=2.894 max_force_ev_per_a=4.26 e_lumo_ev=-1.27 homo_lumo_gap_ev=7.5
Na 2.75 0.32 -1.70
B 0.44 0.53 -0.54
H 0.28 -0.14 -1.37
H 1.30 0.25 0.06
H 0.63 1.47 -1.04
H -0.43 0.61 0.09
C 2.64 -3.16 -1.40
O 2.70 -2.05 -0.53
H 1.60 -3.31 -1.69
H 3.31 -3.02 -2.25
H 2.98 -4.07 -0.91
H 2.00 -2.17 0.12
C 0.00 -1.78 2.30
O -1.28 -2.35 2.33
H 0.82 -2.37 2.70
H 0.31 -1.69 1.26
H 0.06 -0.85 2.87
H -1.80 -1.71 2.82
C 0.20 2.09 2.45
O 1.30 1.32 2.22
H -0.62 1.39 2.57
H 0.46 2.63 3.37
H 0.01 2.83 1.68
H 1.14 0.95 1.35
C -0.98 3.83 -2.29
O -1.27 2.41 -1.95
H -1.86 4.47 -2.29
H -0.36 4.18 -1.46
H -0.50 3.93 -3.26
H -0.45 2.11 -1.55
C -2.80 -1.34 -0.59
O -2.28 -0.24 -1.26
H -2.73 -2.32 -1.05
H -2.32 -1.39 0.38
H -3.87 -1.17 -0.44
H -1.36 -0.22 -1.01



36
Properties=species:S:1:pos:R:3 method="wB97M-V/def2-TZVPD" homo_ev=-9.5 e_above_lowest_ev=1.095 max_force_ev_per_a=1.34 e_lumo_ev=0.47 homo_lumo_gap_ev=10.0
C -3.09 -0.92 -1.15
C -1.56 -0.94 -1.22
C -0.90 -0.66 0.13
N -1.62 -1.07 1.34
C 0.54 -1.19 0.21
N 1.56 -0.12 0.32
C 2.76 -0.57 -0.42
H -3.50 -1.88 -0.82
H -3.44 -0.10 -0.51
H -3.58 -0.84 -2.12
H -1.27 -1.94 -1.56
H -1.27 -0.24 -2.01
H -0.75 0.39 0.27
H -1.76 -2.08 1.32
H -2.60 -0.78 1.37
H 0.63 -1.95 0.98
H 0.74 -1.70 -0.72
H 1.80 0.11 1.27
H 2.67 -0.27 -1.47
H 3.61 -0.04 -0.02
H 2.98 -1.64 -0.40
O 1.02 0.99 -3.73
H 0.75 1.03 -2.81
H 0.29 1.41 -4.20
O -0.34 -2.16 3.61
H -0.79 -1.80 2.82
H 0.21 -2.90 3.32
O -0.96 3.05 -2.40
H -1.51 2.74 -1.67
H -0.44 3.77 -2.03
O 1.32 2.75 -0.36
H 2.09 2.96 0.18
H 1.20 1.79 -0.28
O 1.17 0.11 3.45
H 0.63 -0.60 3.86
H 0.57 0.77 3.08